Density functional theory data (ωB97M-V/def2-TZVPD) for a 10-piece molecular cluster, C19H46B2F23N5O7P2 overall at a distorted geometry.

Each line ends with the Löwdin charge.
Cartesian coordinates (Å):
C 5.43 17.22 -19.05  0.03
C 6.17 17.31 -20.39  -0.29
O 6.23 16.45 -21.32  0.11
N 7.20 18.45 -20.40  0.10
H 7.28 18.68 -21.38  0.17
H 6.84 19.21 -19.84  0.16
C 8.60 17.86 -20.12  0.07
H 5.23 18.13 -18.47  0.09
H 6.09 16.60 -18.45  0.10
H 4.46 16.74 -19.23  0.10
H 9.17 18.79 -20.19  0.11
H 8.93 17.15 -20.88  0.11
H 8.54 17.46 -19.10  0.10
C 0.81 25.55 -20.13  0.03
C 1.77 25.45 -18.99  -0.30
O 2.07 26.43 -18.29  0.13
N 2.60 24.12 -18.85  0.12
H 2.17 23.41 -19.44  0.16
H 3.53 24.32 -19.18  0.18
C 2.58 23.56 -17.45  0.03
H -0.06 26.20 -19.98  0.11
H 0.41 24.59 -20.45  0.09
H 1.34 25.90 -21.02  0.12
H 1.66 22.99 -17.39  0.11
H 2.65 24.36 -16.72  0.10
H 3.44 22.90 -17.39  0.11
C 5.00 24.07 -25.60  0.04
C 6.52 24.00 -25.43  -0.35
O 7.31 24.01 -26.38  0.14
N 7.07 23.84 -24.07  0.12
H 6.36 24.08 -23.39  0.17
H 7.32 22.86 -23.97  0.19
C 8.29 24.73 -23.95  0.05
H 4.53 23.98 -24.62  0.08
H 4.59 23.24 -26.18  0.10
H 4.70 25.01 -26.07  0.10
H 8.07 25.79 -24.07  0.11
H 9.05 24.29 -24.60  0.11
H 8.62 24.59 -22.92  0.10
C 8.19 22.97 -13.81  0.02
C 9.64 23.23 -13.72  -0.34
O 10.15 23.71 -12.68  0.13
N 10.54 22.79 -14.84  0.13
H 11.47 22.56 -14.54  0.18
H 10.18 22.05 -15.43  0.17
C 10.86 24.00 -15.78  0.06
H 7.91 22.72 -14.84  0.09
H 7.45 23.70 -13.51  0.11
H 7.92 22.00 -13.41  0.12
H 9.94 24.54 -15.98  0.10
H 11.18 23.62 -16.75  0.11
H 11.59 24.64 -15.29  0.11
C 6.68 29.11 -18.39  0.03
C 6.40 30.60 -18.29  -0.33
O 6.44 31.22 -17.26  0.17
N 6.08 31.27 -19.65  0.11
H 5.70 30.64 -20.34  0.15
H 5.26 31.86 -19.56  0.17
C 7.18 32.20 -20.20  0.05
H 5.76 28.54 -18.50  0.11
H 7.20 28.79 -17.49  0.10
H 7.37 28.73 -19.15  0.10
H 6.85 32.53 -21.19  0.11
H 8.14 31.71 -20.37  0.11
H 7.35 33.02 -19.50  0.10
C 10.86 20.00 -24.24  -0.52
O 11.27 21.14 -23.47  -0.14
O 9.47 20.06 -24.18  -0.29
C 11.57 19.84 -25.62  -0.54
F 11.00 18.90 -26.44  0.10
F 11.54 21.08 -26.11  0.13
F 12.84 19.40 -25.47  0.10
C 12.63 21.27 -22.99  -0.25
C 12.62 22.53 -22.08  -0.08
H 12.24 23.42 -22.58  0.06
H 12.08 22.26 -21.18  0.06
H 13.65 22.67 -21.75  0.06
H 13.25 21.35 -23.88  0.11
H 12.86 20.45 -22.31  0.11
H 11.17 19.11 -23.69  0.12
P 2.48 20.26 -22.52  0.18
F 2.63 20.09 -20.93  -0.20
F 2.25 21.90 -22.27  -0.24
F 4.12 20.53 -22.69  -0.21
F 2.05 20.49 -24.06  -0.17
F 2.69 18.67 -22.73  -0.16
F 0.91 19.94 -22.26  -0.19
P 10.06 18.07 -14.98  0.10
F 9.33 18.79 -13.77  -0.14
F 8.79 17.18 -15.41  -0.17
F 9.68 19.22 -16.04  -0.19
F 10.90 17.28 -16.10  -0.19
F 11.47 18.91 -14.84  -0.21
F 10.49 16.81 -14.03  -0.18
B 7.13 22.99 -18.95  -1.50
F 8.43 22.85 -19.30  0.15
F 6.32 23.28 -20.02  0.12
F 6.73 21.84 -18.39  0.15
F 6.88 24.02 -18.08  0.10
B 5.48 28.24 -22.89  -1.54
F 4.64 29.12 -22.31  0.15
F 6.75 28.64 -22.61  0.13
F 5.35 27.00 -22.32  0.10
F 5.25 28.10 -24.19  0.18

- HOMO (Eh) = -0.2078
- Kohn-Sham gap (eV) = 3.4722
- total energy (eV) = -124678.69440
- energy above the lowest of the compared OMol25 structures with the same formula, charge and spin (kcal per mole) = 262.99
- molar mass (g mol⁻¹) = 977.13